# 1
90
Properties=species:S:1:pos:R:3:forces:R:3 method="wB97M-V/def2-TZVPD" gap_ha="0.30729 / 0.26766" homo_ev="-8.40 / -9.80" fmax_ha_per_bohr=0.1038 s_squared=3.76 spin_multiplicity=4
Pt -28.18648 -4.36676 -6.71350 1.807 -0.623 -0.076
C -24.76167 -5.19297 -7.23968 -0.838 0.118 -1.240
O -26.10828 -5.01537 -6.97551 -1.530 0.436 1.021
H -24.05510 -4.83428 -6.49121 -0.129 0.053 0.433
H -24.60131 -6.25480 -7.42652 0.284 -0.338 0.223
H -24.55399 -4.70575 -8.19235 0.609 0.223 -0.261
O -23.26806 -1.47375 -12.55873 -2.629 -1.914 2.719
C -24.21971 -1.76216 -11.79304 3.154 2.634 -3.403
O -24.46132 -2.94198 -11.20329 2.033 -0.126 -1.679
C -25.74207 -2.96567 -10.64001 0.000 0.248 0.879
C -26.37048 -1.66193 -11.08991 -2.601 -1.009 0.454
C -25.25121 -0.74379 -11.37080 0.333 -0.294 0.669
H -25.50276 -2.98604 -9.57680 -0.841 -0.232 0.327
H -26.24009 -3.87280 -10.98236 -0.145 0.111 0.261
H -27.13760 -1.35941 -10.37709 0.172 0.325 0.127
H -26.92899 -1.88354 -11.99933 0.036 0.147 -0.256
H -24.82011 -0.35685 -10.44748 -0.149 0.402 0.188
H -25.52489 0.08941 -12.01809 0.610 -0.350 -0.232
O -17.53067 -3.98983 -7.83403 -2.451 -0.286 1.209
C -18.60402 -4.14255 -7.25986 3.091 0.163 -1.640
O -18.80841 -3.56623 -6.03634 -0.373 0.725 -0.298
C -20.12166 -3.84417 -5.55658 0.179 -2.478 -0.743
C -20.44932 -5.14750 -6.35348 -1.151 0.499 0.668
C -19.80607 -4.96687 -7.70922 0.194 0.587 0.824
H -20.91883 -3.13421 -5.77698 0.552 0.708 -0.080
H -20.07218 -4.06037 -4.48939 0.044 0.317 -0.025
H -21.53680 -5.21705 -6.37917 -0.050 -0.623 -0.055
H -19.97400 -6.01248 -5.89088 -0.323 -0.003 0.263
H -20.38246 -4.35625 -8.40422 -0.104 0.042 -0.003
H -19.58945 -5.92331 -8.18503 0.439 0.390 -0.080
O -27.77216 -5.25378 -4.49727 -0.669 -1.141 1.002
C -28.31961 -5.85858 -3.56845 0.126 1.795 -1.086
O -28.57469 -7.15663 -3.58773 0.753 -0.053 -0.473
C -29.01446 -7.60799 -2.30538 -1.027 0.223 0.674
C -29.56595 -6.32577 -1.60756 -0.582 -0.517 -0.214
C -28.84599 -5.19852 -2.31418 1.189 -0.517 0.194
H -28.20957 -8.10192 -1.76105 0.302 0.368 -0.106
H -29.76609 -8.37854 -2.47686 -0.106 0.200 -0.046
H -29.41205 -6.37021 -0.52940 -0.015 0.135 -0.140
H -30.62625 -6.18550 -1.81776 -0.131 -0.488 0.201
H -27.97373 -4.93637 -1.71539 0.231 0.371 -0.152
H -29.39330 -4.29147 -2.57070 -0.079 -0.215 0.099
O -28.75916 -11.09894 -7.37233 1.571 1.676 0.522
C -27.98160 -10.17212 -7.15405 -2.503 -2.119 1.057
O -27.41993 -9.50540 -8.13603 0.428 0.939 -1.714
C -26.53723 -8.44782 -7.72736 -0.347 -0.429 1.178
C -26.65085 -8.46510 -6.20356 0.985 0.563 0.943
C -27.56346 -9.59708 -5.79515 0.375 -0.406 -0.327
H -26.82802 -7.43795 -8.01667 -0.294 -0.367 -0.895
H -25.54159 -8.70637 -8.08784 -0.058 0.138 -0.067
H -27.02657 -7.51187 -5.83167 0.254 0.031 -0.027
H -25.65730 -8.65713 -5.79849 0.008 0.371 0.248
H -28.36404 -9.30228 -5.11672 -0.348 0.051 -0.606
H -27.01196 -10.33345 -5.21059 -0.033 -0.343 -0.311
O -25.62828 -4.89073 -1.02225 0.586 -0.489 -1.504
C -24.78074 -4.45524 -1.78661 -2.138 -0.349 1.421
O -24.04839 -3.46156 -1.33204 1.389 1.407 0.058
C -23.06999 -3.01053 -2.30622 -0.962 -0.422 -0.156
C -23.65249 -3.51037 -3.61930 0.551 -0.276 -1.058
C -24.46227 -4.76004 -3.23518 0.282 0.835 0.210
H -22.13987 -3.49913 -2.01598 0.221 0.421 -0.231
H -23.05302 -1.92115 -2.33889 0.369 -0.160 0.603
H -22.88394 -3.70440 -4.36748 0.308 -0.394 0.171
H -24.21455 -2.73642 -4.14198 -0.599 -0.009 0.521
H -23.80684 -5.63094 -3.24228 -0.268 -0.250 -0.225
H -25.37303 -4.87275 -3.82332 0.142 -0.378 0.059
O -19.90884 -7.98549 -11.47352 -2.522 0.694 0.172
C -20.98028 -7.47372 -11.15258 3.055 -1.654 -1.344
O -20.96694 -6.54157 -10.21594 0.902 0.892 1.138
C -22.22419 -6.22438 -9.73613 -2.338 0.394 -0.171
C -23.23860 -6.79237 -10.72918 -0.085 -0.768 -1.015
C -22.37758 -7.70811 -11.65270 -0.592 0.123 0.553
H -22.40666 -5.15099 -9.68478 0.598 0.095 0.260
H -22.46595 -6.68966 -8.78053 0.695 0.117 0.352
H -23.73311 -6.02961 -11.33066 0.041 0.073 0.194
H -23.99602 -7.37078 -10.20018 -0.088 0.078 -0.156
H -22.45448 -7.45420 -12.70992 0.106 -0.020 0.092
H -22.63468 -8.76090 -11.53600 0.121 0.004 -0.101
O -26.25150 0.46515 -7.22912 3.417 -1.406 -1.061
C -25.19000 -0.11420 -7.48719 -1.936 0.609 0.171
O -24.14251 0.43293 -8.24207 -1.117 -0.668 0.710
C -22.95725 -0.39179 -8.11840 0.617 1.552 0.389
C -23.36477 -1.68133 -7.52339 -0.397 -2.032 -0.406
C -24.80695 -1.56819 -7.08093 -0.059 1.258 0.452
H -22.26988 0.14035 -7.46079 -0.044 0.196 0.065
H -22.40636 -0.52879 -9.04891 -0.572 0.325 -0.343
H -22.67410 -2.01769 -6.75013 -0.101 -0.037 -0.050
H -23.39011 -2.40940 -8.33418 0.486 -0.369 0.119
H -24.94023 -1.69439 -6.00649 -0.132 0.205 -0.014
H -25.44464 -2.31559 -7.55299 -0.190 0.288 -0.020

***

# 2
82
Properties=species:S:1:pos:R:3:forces:R:3 method="wB97M-V/def2-TZVPD" gap_ha="0.20132 / 0.15847" homo_ev="-12.34 / -12.40" fmax_ha_per_bohr=0.0399 charge=+2 de_lowest_kj_mol=15.2
N 5.46862 -5.82111 -6.42565 0.121 -0.113 -0.145
C 5.88298 -6.01733 -5.17302 -0.494 0.607 0.219
C 5.38855 -5.27797 -4.09024 -0.545 0.440 -0.376
C 4.42259 -4.27257 -4.33056 0.207 -0.490 -0.954
C 4.03521 -4.05056 -5.67470 0.299 -0.481 0.084
C 4.57010 -4.86778 -6.68164 -0.121 0.390 0.818
C 3.78499 -3.53143 -3.23706 -0.882 0.318 -0.198
Mg 0.45112 0.49465 1.25705 -0.326 0.417 0.459
P -5.46248 0.21827 2.62915 1.739 -0.139 -1.081
C 2.62385 -2.83218 -3.39447 1.476 -1.247 -0.570
C 1.96850 -2.16570 -2.30070 -0.153 0.279 0.366
C 0.58018 -1.93498 -2.37115 0.084 0.342 0.694
C -0.10599 -1.42702 -1.25280 -0.102 -0.351 -0.837
C 0.66532 -1.11564 -0.16475 0.520 -0.587 -0.212
C 2.03012 -1.31793 -0.03072 0.456 -0.456 -0.412
C 2.71252 -1.80962 -1.15948 -1.001 0.382 0.363
Br -1.51986 -0.64555 2.26149 0.695 0.419 -0.166
H 4.24575 -3.65332 -2.24877 -0.183 0.174 -0.377
H 2.11779 -2.88910 -4.36657 0.146 0.206 0.522
H 5.71225 -5.49660 -3.07601 0.010 0.041 -0.147
H 3.31150 -3.27493 -5.94388 0.369 -0.306 0.098
H 6.63028 -6.79143 -5.00571 -0.159 0.110 -0.131
H 4.24681 -4.73039 -7.71951 0.242 -0.148 0.361
H 0.04261 -2.17563 -3.28749 0.075 -0.001 0.234
H 3.79451 -1.91366 -1.14866 -0.261 0.036 0.075
H -1.19299 -1.29418 -1.29257 0.452 -0.062 0.178
H 2.60205 -1.10057 0.87513 -0.244 -0.074 -0.255
P -0.14162 2.24594 -0.44008 0.358 0.074 -0.071
C -4.55140 -1.30281 3.06543 -0.427 -0.022 0.766
C -5.47822 -2.47788 3.39469 -0.202 -0.211 0.044
H -3.92753 -1.06309 3.94004 -0.120 0.002 -0.328
H -3.89122 -1.54589 2.21847 -0.275 0.304 0.213
H -4.90396 -3.26252 3.89751 -0.120 0.136 -0.142
H -6.29022 -2.17223 4.06350 0.159 -0.158 -0.080
H -5.91820 -2.91297 2.49130 0.025 0.097 0.160
C -5.67159 0.16784 0.81689 -0.886 -0.293 0.205
C -6.90405 0.93403 0.31155 -0.045 0.118 -0.222
H -5.78206 -0.90161 0.57218 0.190 0.339 0.010
H -4.73418 0.55264 0.38969 -0.099 -0.138 0.138
H -7.06889 0.69364 -0.74274 0.027 0.082 0.156
H -7.81329 0.65476 0.85586 0.222 0.012 -0.100
H -6.78123 2.01891 0.38490 0.008 -0.155 0.055
C -4.52078 1.73310 3.04815 -0.933 0.242 0.277
C -4.81445 2.15334 4.49461 0.069 0.084 0.228
H -4.90791 2.50984 2.36499 0.314 -0.295 0.106
H -3.45021 1.54894 2.87112 -0.290 -0.159 -0.105
H -4.32393 3.10146 4.72463 -0.014 -0.125 -0.041
H -5.88810 2.29046 4.65675 0.167 0.012 -0.039
H -4.46052 1.41040 5.21392 0.004 0.061 -0.070
C -0.14261 3.89523 0.37246 0.039 -0.106 0.280
C 0.57732 5.05317 -0.30713 0.041 0.356 -0.022
H 0.29034 3.71910 1.37017 -0.212 0.268 -0.192
H -1.20530 4.13293 0.51718 0.211 0.014 0.114
H 1.66900 4.94239 -0.26077 -0.303 -0.019 -0.106
H 0.27745 5.18915 -1.35451 0.078 -0.061 0.257
H 0.32313 5.97639 0.23000 0.136 -0.163 -0.203
C -1.80906 2.07857 -1.18398 -0.250 0.040 0.248
C -1.88810 1.60571 -2.63390 -0.147 -0.024 -0.170
H -2.28327 3.06363 -1.06289 -0.069 -0.313 -0.122
H -2.33216 1.36645 -0.52349 -0.004 0.261 -0.207
H -1.55159 2.37856 -3.33697 -0.016 -0.245 0.196
H -1.30469 0.69205 -2.80562 -0.143 0.236 0.017
H -2.93442 1.37983 -2.87068 0.218 0.042 -0.053
C 1.03847 2.26299 -1.83395 -0.215 0.028 -0.235
C 2.51229 2.23962 -1.41316 0.272 0.052 -0.128
H 0.79870 3.13230 -2.46547 0.213 -0.304 0.050
H 0.80575 1.35914 -2.42038 0.046 0.299 0.186
H 3.09419 1.67601 -2.15368 -0.071 0.208 0.201
H 2.93743 3.25011 -1.35929 -0.123 -0.270 0.054
H 2.67448 1.74738 -0.44307 -0.079 0.069 -0.209
C 4.17609 0.31501 5.25187 0.398 -0.277 0.572
N 3.51140 0.84607 4.07323 -0.333 0.488 -0.969
C 3.81040 2.06087 3.44596 -0.767 -0.795 -0.132
C 2.95800 2.15788 2.37903 -0.109 -0.607 0.527
N 2.14576 1.01611 2.33603 0.311 -0.021 0.668
C 2.51716 0.24803 3.37072 0.691 1.245 0.231
H 5.24578 0.14417 5.04477 -0.494 0.039 0.029
H 4.09432 1.01433 6.10079 -0.074 -0.266 -0.444
H 3.70531 -0.64030 5.52923 0.204 0.402 -0.116
H 4.56740 2.73799 3.81366 -0.079 -0.171 -0.008
H 2.85630 2.97249 1.67107 0.037 -0.280 0.111
H 2.08136 -0.69546 3.68271 0.046 0.162 -0.195

***

# 3
82
Properties=species:S:1:pos:R:3:forces:R:3 method="wB97M-V/def2-TZVPD" gap_ha="0.20604 / 0.17921" homo_ev="-19.52 / -19.57" fmax_ha_per_bohr=0.0886 charge=+4 s_squared=2.22 spin_multiplicity=3
N 4.00499 -0.53327 -4.83251 0.351 -0.085 0.593
C 4.65143 -0.32407 -3.68702 0.335 0.124 -0.120
C 4.03138 0.13256 -2.51160 -0.601 -0.028 0.218
C 2.62619 0.36925 -2.54687 -0.155 -0.358 -0.281
C 2.02745 0.40132 -3.83789 0.557 -1.081 0.273
C 2.73885 -0.14977 -4.91080 -0.735 0.824 0.089
C 1.72805 0.12980 -1.37770 0.278 -0.024 -1.650
W 0.37772 0.17775 0.22751 0.693 -2.345 3.291
P -1.96168 -1.07879 1.62591 -0.189 -2.986 0.102
C 0.55193 -0.78647 -1.53187 0.891 -0.142 -1.055
C 0.47212 -2.14456 -0.97606 0.268 0.390 -1.138
C -0.74049 -2.78402 -1.28158 -0.528 -1.820 0.294
C -0.95242 -4.11414 -0.91777 0.322 1.260 0.147
C 0.09829 -4.79359 -0.25179 -0.565 0.453 -0.623
C 1.40250 -4.28726 -0.34755 1.123 0.693 0.356
C 1.59405 -2.94385 -0.60873 0.307 0.357 -0.069
Br -0.25270 -6.25249 0.77498 -0.025 -0.704 0.003
H 2.16355 0.27207 -0.32677 0.852 -0.245 -0.868
H -0.08362 -0.62276 -2.40241 0.299 0.268 0.028
H 4.62081 0.23112 -1.60365 -0.170 -0.204 -0.022
H 1.00691 0.72158 -3.97592 -0.213 -0.171 -0.044
H 5.72264 -0.57437 -3.70259 -0.519 0.206 0.177
H 2.24171 -0.30828 -5.86941 0.139 0.223 0.166
H -1.49260 -2.24014 -1.83997 0.044 -0.158 -0.064
H 2.58847 -2.44450 -0.65647 -0.668 -0.810 0.149
H -1.91527 -4.58179 -1.06235 -0.022 -0.172 -0.067
H 2.25756 -4.94414 -0.17493 -0.261 0.184 0.190
P -0.64817 2.02995 -0.66458 -1.597 4.022 -1.420
C -1.81215 -2.81639 2.19628 0.606 -0.080 0.205
C -3.07275 -3.48434 2.76124 -0.484 0.005 0.133
H -1.02495 -2.86015 2.96587 -0.127 0.236 -0.168
H -1.43655 -3.40364 1.34860 -0.067 0.202 -0.015
H -2.82214 -4.47943 3.15004 0.116 0.291 -0.111
H -3.49122 -2.90596 3.58839 -0.018 -0.100 -0.088
H -3.84833 -3.63221 2.00646 0.151 0.074 0.144
C -3.01193 -1.02539 0.17641 -0.819 1.054 -1.209
C -4.49802 -1.40432 0.30533 -0.325 -0.023 0.539
H -2.58542 -1.75712 -0.52049 0.208 0.335 0.478
H -2.91508 -0.03058 -0.28658 -0.128 -0.386 0.229
H -4.99546 -1.17532 -0.64580 0.204 0.022 0.201
H -4.62120 -2.47963 0.48394 0.016 0.397 0.003
H -4.99225 -0.83973 1.09982 -0.069 -0.143 -0.145
C -0.66353 -0.13557 2.38659 0.384 1.886 0.132
C -0.86530 0.46059 3.81031 -0.083 0.245 -0.014
H -0.47517 0.87627 1.79622 -0.456 -0.686 0.833
H 0.23809 -0.80253 2.37086 -0.958 0.347 0.096
H -0.21505 1.34036 3.92900 -0.222 -0.255 0.011
H -1.91204 0.76335 3.92256 0.289 0.059 0.134
H -0.61220 -0.25636 4.59825 -0.136 -0.032 -0.276
C -1.27741 3.04800 0.76364 0.094 -0.006 0.168
C -1.73458 4.46885 0.38011 -0.221 0.215 -0.054
H -0.48329 3.11712 1.52087 -0.042 -0.018 -0.101
H -2.10163 2.49247 1.23667 0.051 0.012 -0.156
H -0.87804 5.14215 0.22263 -0.312 -0.286 0.021
H -2.36169 4.47952 -0.52584 0.191 -0.032 0.303
H -2.34761 4.89139 1.19661 0.332 -0.219 -0.336
C -2.19682 1.73432 -1.71002 -0.111 -0.696 -0.116
C -2.31248 2.42734 -3.07914 0.069 0.161 -0.247
H -3.08323 1.97822 -1.09552 0.458 -0.039 -0.037
H -2.22630 0.64968 -1.90375 -0.066 0.288 0.019
H -2.33268 3.51858 -3.00389 0.012 -0.210 0.008
H -1.49889 2.13864 -3.75966 -0.243 0.112 0.193
H -3.25836 2.12860 -3.56629 0.391 0.023 0.357
C 0.25288 3.25061 -1.73980 0.587 -0.107 -0.276
C 1.58215 3.88442 -1.28080 0.195 -0.038 0.146
H -0.46038 4.05329 -2.00933 0.133 -0.574 0.329
H 0.44867 2.69016 -2.66947 -0.125 0.211 0.190
H 2.41621 3.15693 -1.29916 -0.370 0.291 0.036
H 1.84472 4.69261 -1.99632 -0.150 -0.503 0.453
H 1.53941 4.34507 -0.27626 -0.106 -0.148 -0.455
C 2.43782 -1.61217 2.45996 0.091 -0.710 0.293
C 2.41299 -0.13858 2.58857 0.014 1.145 0.022
N 1.88015 0.71436 1.68091 1.028 0.360 -0.099
C 2.26378 2.01706 2.04707 0.050 -0.664 0.507
C 2.93431 1.93666 3.22733 0.231 -0.067 0.057
N 3.01321 0.58384 3.55920 -0.292 -0.308 -0.660
H 1.54583 -2.04252 1.96504 0.365 0.255 0.173
H 3.30353 -1.90726 1.83375 -0.296 0.035 0.481
H 2.50518 -2.08306 3.45774 0.165 0.078 -0.512
H 2.08661 2.86220 1.40211 -0.127 0.040 0.173
H 3.38779 2.72449 3.82440 -0.107 -0.330 -0.093
H 3.47116 0.14799 4.37577 -0.185 0.610 -0.559